{"formula": "C42H53BCl57N2O5S", "method": "ωB97M-V with the def2-TZVPD basis set", "lumo_ha": -0.1324, "mol_weight_g_mol": 2729.60, "e_tot_ev": -782912.822, "charge": 1, "multiplicity": 1, "symbols": ["C", "O", "C", "C", "C", "C", "C", "O", "C", "O", "C", "C", "O", "C", "N", "B", "N", "O", "C", "C", "C", "C", "S", "C", "C", "C", "C", "C", "C", "C", "C", "C", "H", "H", "H", "H", "H", "H", "H", "H", "H", "H", "H", "H", "H", "H", "H", "H", "H", "H", "H", "H", "H", "H", "H", "H", "H", "H", "H", "H", "H", "H", "H", "H", "H", "H", "C", "Cl", "Cl", "Cl", "H", "C", "Cl", "Cl", "Cl", "H", "C", "Cl", "Cl", "Cl", "H", "C", "Cl", "Cl", "Cl", "H", "C", "Cl", "Cl", "Cl", "H", "C", "Cl", "Cl", "Cl", "H", "C", "Cl", "Cl", "Cl", "H", "C", "Cl", "Cl", "Cl", "H", "C", "Cl", "Cl", "Cl", "H", "C", "Cl", "Cl", "Cl", "H", "C", "Cl", "Cl", "Cl", "H", "C", "Cl", "Cl", "Cl", "H", "C", "Cl", "Cl", "Cl", "H", "C", "Cl", "Cl", "Cl", "H", "C", "Cl", "Cl", "Cl", "H", "C", "Cl", "Cl", "Cl", "H", "C", "Cl", "Cl", "Cl", "H", "C", "Cl", "Cl", "Cl", "H", "C", "Cl", "Cl", "Cl", "H"], "coordinates": [[-5.1216, -3.3994, -2.5790], [-4.2862, -4.2663, -1.8004], [-4.8674, -4.5361, -0.5283], [-3.7740, -4.3634, 0.5951], [-3.6533, -2.8116, 0.8664], [-3.0665, -2.4491, 2.2710], [-1.6074, -2.9696, 2.5140], [-0.6577, -2.3559, 1.6125], [0.5594, -2.9178, 1.7725], [0.8305, -3.4851, 2.7589], [1.6333, -2.8918, 0.6695], [1.3950, -3.7452, -0.4918], [0.3279, -4.5374, -0.6778], [2.4031, -3.7681, -1.5111], [3.5610, -3.0261, -1.4135], [4.5237, -3.2275, -2.5752], [5.8737, -3.6747, -2.3704], [4.1008, -2.9273, -3.8633], [3.8339, -2.1794, -0.3613], [5.1741, -1.3984, -0.3324], [5.1672, -0.0225, -1.1081], [4.1336, 0.0795, -2.2785], [4.0353, 1.8884, -2.7383], [2.8460, -2.0683, 0.7565], [2.9422, -1.1942, 2.0339], [1.7102, -0.2580, 2.2513], [0.9898, -0.3799, 3.5364], [-0.2095, 0.4064, 3.8226], [-0.7766, 1.4006, 2.8607], [-0.0240, 1.5079, 1.6011], [1.1743, 0.7012, 1.3155], [1.8504, 0.9325, -0.0572], [-6.1968, -3.7199, -2.5013], [-5.0781, -2.3391, -2.2124], [-4.7748, -3.4811, -3.6380], [-5.7578, -3.8877, -0.3348], [-5.2655, -5.5878, -0.5543], [-4.1441, -4.9309, 1.4766], [-2.7941, -4.7698, 0.2432], [-3.1339, -2.2889, 0.0254], [-4.7054, -2.4162, 0.8595], [-3.7137, -2.9372, 3.0423], [-3.1246, -1.3484, 2.4618], [-1.3772, -2.7466, 3.5845], [-1.6254, -4.0797, 2.3829], [-0.3085, -4.4654, 0.0480], [2.2309, -4.4392, -2.4135], [6.2246, -4.2166, -3.1517], [5.9598, -4.1699, -1.4894], [3.5789, -2.1171, -3.8397], [5.4934, -1.1723, 0.7153], [6.0242, -1.9932, -0.7533], [5.0642, 0.8545, -0.4341], [6.1847, 0.0770, -1.5693], [3.1001, -0.2266, -2.0131], [4.4378, -0.4388, -3.2184], [2.6919, 2.1757, -2.8762], [3.8659, -0.5879, 2.1423], [2.9491, -1.9118, 2.8996], [1.2905, -1.0924, 4.3240], [-0.7575, 0.2821, 4.7736], [-1.6915, 1.9841, 3.0546], [-0.3646, 2.2232, 0.8221], [1.6202, 0.0553, -0.7030], [2.9396, 1.0534, 0.1218], [1.5177, 1.8745, -0.5612], [-4.1955, 0.5679, -4.0086], [-5.8977, 0.1398, -4.2050], [-4.0268, 2.2965, -3.6964], [-3.4635, -0.3763, -2.7039], [-3.6753, 0.3347, -4.9302], [2.6746, -6.5601, -5.2236], [4.0100, -6.1256, -6.2877], [2.7026, -5.5614, -3.7515], [1.1313, -6.3882, -6.0567], [2.7919, -7.5978, -4.9331], [-8.9591, -2.2637, -2.5603], [-8.9200, -0.4998, -2.5850], [-8.1831, -2.9240, -4.0003], [-8.1789, -2.8731, -1.0925], [-9.9946, -2.5848, -2.5575], [6.4411, 3.9375, -0.2102], [7.1715, 2.6140, -1.1260], [5.9285, 5.2275, -1.2998], [5.0784, 3.3503, 0.7579], [7.1986, 4.3283, 0.4657], [3.4633, -1.6981, 6.6306], [3.1257, -2.7423, 5.2423], [4.2111, -0.1854, 6.1043], [1.9831, -1.3760, 7.5381], [4.1584, -2.2136, 7.2830], [-11.6970, 1.9124, -2.5568], [-10.8011, 3.2706, -3.2469], [-11.9551, 2.1522, -0.8253], [-13.2372, 1.6955, -3.3953], [-11.1072, 1.0144, -2.6901], [-0.9547, -6.9129, 3.4507], [-2.6000, -6.4430, 3.0078], [-0.9357, -8.5319, 4.1505], [0.1114, -6.8320, 2.0396], [-0.5888, -6.2147, 4.1955], [-10.3382, -1.4412, -6.9103], [-10.3790, -3.1342, -6.3985], [-11.9244, -0.6933, -6.7055], [-9.1096, -0.5444, -6.0087], [-10.0792, -1.4099, -7.9619], [-0.2961, 3.6085, 6.4101], [-0.3573, 2.6071, 4.9326], [0.9040, 4.8991, 6.3077], [-1.8938, 4.2949, 6.7386], [-0.0247, 2.9663, 7.2411], [-4.4951, -2.3633, 6.6639], [-6.1388, -2.7870, 7.1447], [-3.7095, -3.7302, 5.8620], [-4.5007, -0.9447, 5.6099], [-3.9301, -2.1221, 7.5565], [2.2582, 6.5237, -1.5654], [0.5508, 6.6858, -1.9928], [2.5240, 6.9809, 0.1188], [2.8193, 4.8715, -1.8544], [2.8312, 7.1929, -2.1944], [9.9687, 4.1127, 2.5121], [10.4268, 5.7468, 2.0267], [8.2519, 3.8232, 2.1812], [10.9677, 2.9151, 1.6851], [10.1307, 4.0152, 3.5786], [5.9409, -7.4196, -10.0814], [6.3749, -8.9091, -9.2374], [4.1856, -7.2225, -10.1315], [6.7028, -6.0234, -9.3091], [6.3053, -7.4861, -11.0997], [-5.8643, 5.8966, -2.8739], [-4.1431, 5.8796, -3.2811], [-6.5365, 4.2658, -2.9527], [-6.1164, 6.5975, -1.2728], [-6.3798, 6.5132, -3.6006], [4.5316, 10.0850, -3.2163], [4.9802, 8.5914, -2.3805], [2.7943, 10.3731, -3.0772], [5.4436, 11.4516, -2.5748], [4.7764, 9.9738, -4.2664], [-15.0027, -0.7825, 0.2016], [-16.4259, 0.0244, -0.4621], [-13.6805, -0.7728, -0.9703], [-14.4998, -0.0147, 1.7114], [-15.2627, -1.8127, 0.4135], [4.8780, 3.1546, 9.5384], [3.4614, 3.7175, 8.6451], [6.3603, 3.4568, 8.6170], [4.9633, 3.9290, 11.1219], [4.7833, 2.0852, 9.6864], [5.2081, 7.4583, 6.2618], [5.6761, 6.0237, 7.1841], [3.4993, 7.3697, 5.8431], [5.5516, 8.9287, 7.1770], [5.7864, 7.4842, 5.3458], [8.6208, 6.3804, -4.1411], [8.6198, 4.6942, -3.6138], [7.1103, 7.1816, -3.6822], [10.0079, 7.2405, -3.4666], [8.7018, 6.3982, -5.2217]]}